No. 1
Molecular formula: C23H19CoN5O2S2
Method: DFT, wB97M-V/def2-TZVPD

Values from the calculation:
Spin multiplicity: 5
Charge: +1
Lowest unoccupied orbital energy (spin up / spin down): -4.6 / -6.7 eV
DFT total energy: -3491.06212 a.u.
E_HOMO (spin up / spin down): -11.1550 / -11.1547 eV

Element x y z (Å)
H1 1.89 3.12 -3.93
C1 -2.60 0.57 -2.97
C2 -0.25 3.34 -3.84
C3 0.94 2.64 -3.73
C4 0.66 -1.21 3.84
N1 -0.81 -0.29 -0.16
C5 2.47 3.25 2.64
H2 2.50 -1.97 1.10
N2 -0.23 0.66 -3.11
H3 1.82 0.73 -3.24
S1 -4.37 -3.73 -1.52
Co1 -0.48 -1.09 -1.95
C6 3.61 3.20 1.86
O1 1.25 -0.95 -0.64
S2 -1.50 -3.27 -1.92
C7 2.55 -3.03 2.96
H4 -3.59 1.00 -3.01
N3 -2.40 -0.68 -2.67
C8 -3.07 -2.70 -2.02
C9 0.45 -0.45 0.20
C10 0.90 1.30 -3.36
H5 0.72 -2.26 5.70
C11 -1.54 0.30 0.88
C12 -1.44 2.68 -3.58
H6 -0.97 0.87 2.78
C13 3.81 2.14 0.99
H7 0.64 2.29 3.17
H8 2.30 4.07 3.33
H9 -0.08 -0.51 4.20
H10 4.35 3.99 1.94
C14 1.52 2.24 2.55
H11 -6.47 -4.01 -2.52
C15 1.71 1.17 1.67
H12 -2.40 3.18 -3.65
O2 -2.71 0.59 0.84
C16 -5.63 -3.37 -2.77
C17 2.10 -2.03 2.11
N4 -3.44 -1.44 -2.43
H13 -0.25 4.39 -4.11
C18 2.05 -3.12 4.25
H14 2.40 -3.90 4.92
H15 3.28 -3.74 2.61
H16 -5.25 -3.64 -3.76
C19 1.15 -1.12 2.54
C20 -1.40 1.34 -3.22
H17 -5.93 -2.33 -2.74
C21 0.69 0.03 1.63
N5 -0.67 0.47 1.92
C22 2.87 1.13 0.90
H18 3.04 0.29 0.23
H19 4.71 2.09 0.39
C23 1.11 -2.21 4.69

---

No. 2
Molecular formula: C23H19F7N4O2
Method: DFT, wB97M-V/def2-TZVPD

Values from the calculation:
Charge: 0
Lowest unoccupied orbital energy: -1.0 eV
Structure (SMILES): O=C1NC(=O)c2cc(C(F)(F)C(F)(F)C(F)(F)F)ccc21.c1cc[nH]c1.c1cc[nH]c1.c1cc[nH]c1
DFT total energy: -1956.41836 a.u.
E_HOMO: -8.2632 eV

Element x y z (Å)
C1 -1.22 -6.60 -2.41
H1 5.43 3.91 -1.82
F1 1.22 0.34 -1.68
N1 1.50 2.62 2.86
C2 -1.40 -5.24 -2.35
C3 0.05 -0.68 0.06
F2 -0.19 2.36 -2.07
H2 -1.94 -7.31 -2.76
C4 -3.48 -1.32 0.98
H3 2.27 4.35 1.88
F3 1.10 -0.35 0.80
C5 2.67 4.06 4.05
H4 -6.39 -0.77 1.16
F4 -1.89 1.72 -0.95
H5 1.04 2.18 2.08
H6 2.48 2.89 5.95
C6 -2.56 0.18 2.61
H7 -2.25 -4.63 -2.62
C7 3.28 3.32 -2.10
H8 3.26 4.92 4.33
C8 2.27 3.00 4.90
C9 -1.37 0.13 1.94
H9 -0.51 0.71 2.26
F5 0.25 -1.95 -0.38
F6 0.00 2.20 0.05
H10 -0.11 -3.70 -1.71
O1 -5.44 -0.25 3.66
H11 1.56 2.79 -3.41
H12 0.56 -7.83 -1.84
C10 -0.04 0.19 -1.23
H13 2.89 3.28 -1.10
C11 1.54 2.13 4.14
C12 4.61 3.65 -2.48
C13 -1.26 -0.65 0.82
C14 -2.30 -1.39 0.32
C15 2.58 3.07 -3.25
H14 5.49 3.76 -4.53
C16 -4.82 -1.97 0.68
N2 -0.25 -4.68 -1.86
H15 -2.19 -2.01 -0.56
C17 0.66 -5.66 -1.59
O2 -5.04 -2.77 -0.18
N3 3.44 3.22 -4.30
C18 0.09 -6.86 -1.93
C19 2.19 3.80 2.80
C20 -0.57 1.63 -1.01
C21 4.67 3.59 -3.84
H16 3.19 3.10 -5.27
C22 -5.01 -0.68 2.61
C23 -3.58 -0.55 2.11
H17 1.06 1.20 4.39
H18 1.63 -5.43 -1.19
F7 -0.75 -0.42 -2.18
N4 -5.73 -1.40 1.61
H19 -2.67 0.78 3.50

---

No. 3
Molecular formula: C23H19MnNO5SeSi
Method: DFT, wB97M-V/def2-TZVPD

Values from the calculation:
Spin multiplicity: 2
Charge: 0
Lowest unoccupied orbital energy (spin up / spin down): -1.8 / -0.8 eV
DFT total energy: -5160.66683 a.u.
E_HOMO (spin up / spin down): -8.9980 / -9.0830 eV

Element x y z (Å)
C1 3.90 -0.88 -1.45
O1 -4.40 2.03 -0.55
H1 -2.39 4.85 0.58
H2 -3.61 -0.19 -1.41
C2 -0.33 2.28 -0.18
H3 4.67 -0.17 -1.72
C3 -2.78 0.34 -0.94
C4 -1.52 4.33 0.18
O2 -2.23 0.85 2.97
C5 -1.95 1.04 1.82
Si1 3.82 -1.12 0.39
H4 -4.37 -4.51 -0.05
C6 5.47 -1.65 1.07
H5 -2.34 -5.87 0.32
C7 0.67 2.97 -0.86
C8 -1.81 -0.58 -0.16
N1 -0.24 0.87 -0.02
H6 2.27 0.75 0.81
C9 -0.53 5.03 -0.49
H7 -0.61 6.10 -0.61
H8 4.12 -1.83 -1.95
H9 5.44 -1.75 2.15
Se1 2.33 -2.86 0.83
C10 3.21 0.42 1.25
O3 -1.68 1.01 -3.11
H10 3.94 1.22 1.15
C11 0.56 4.34 -1.02
H11 2.94 -0.52 -1.83
C12 -2.07 -2.04 -0.04
O4 -0.20 -0.70 1.69
C13 -1.66 0.58 -2.01
C14 -3.36 1.54 -0.21
C15 -3.40 -4.03 0.01
C16 -1.01 -4.19 0.31
C17 -0.61 -0.08 -1.09
O5 0.41 -0.92 -1.41
C18 -1.04 0.16 1.00
H12 -3.22 2.75 1.55
C19 -0.93 -2.82 0.18
H13 6.24 -0.91 0.81
C20 -2.55 2.14 0.95
Mn1 0.53 -1.58 0.31
H14 -0.12 -4.79 0.47
H15 1.52 2.43 -1.26
H16 3.03 0.24 2.31
C21 -3.31 -2.65 -0.12
C22 -2.26 -4.79 0.22
C23 -1.43 2.95 0.33
H17 -4.20 -2.06 -0.28
H18 1.33 4.88 -1.55
H19 5.78 -2.61 0.65

---

No. 4
Molecular formula: C23H19N2O2Ru
Method: DFT, wB97M-V/def2-TZVPD

Values from the calculation:
Spin multiplicity: 5
Charge: +1
Lowest unoccupied orbital energy (spin up / spin down): -3.8 / -6.0 eV
DFT total energy: -1242.36910 a.u.
E_HOMO (spin up / spin down): -11.7918 / -11.9958 eV

Element x y z (Å)
H1 -0.86 0.31 -1.91
H2 3.38 -2.16 0.31
C1 -0.12 -0.28 1.52
C2 -2.15 -3.31 0.38
H3 3.83 -4.67 0.35
C3 -2.89 -0.92 -0.77
H4 -3.10 0.03 -1.24
C4 0.61 -4.56 -0.48
C5 0.29 -3.14 -0.32
C6 2.57 -2.93 0.28
H5 -0.46 6.22 0.43
H6 3.80 4.19 -0.12
C7 -3.90 -1.69 -0.17
H7 -1.83 -4.28 0.81
C8 -3.54 -2.91 0.38
Ru1 1.30 -0.28 -0.01
H8 -1.18 -0.26 1.14
C9 2.81 -4.27 0.17
H9 -0.05 -1.15 2.16
C10 2.78 3.89 -0.02
N1 1.27 1.98 -0.09
C11 -1.17 -2.60 -0.39
H10 -1.45 1.39 0.16
H11 -3.15 2.83 0.58
C12 0.19 2.82 0.07
H12 1.88 5.75 0.47
C13 2.49 2.52 -0.25
C14 1.33 -2.28 0.01
H13 -2.78 5.38 0.75
C15 0.38 4.20 0.15
C16 -1.96 4.71 0.58
C17 -2.19 3.27 0.45
C18 3.67 1.56 -0.63
N2 -0.59 -0.67 -1.63
C19 1.78 -5.08 -0.23
H14 -4.30 -3.59 0.73
H15 -0.11 -5.18 -0.95
C20 -1.61 -1.47 -1.04
H16 1.95 -6.09 -0.51
C21 -0.67 5.12 0.35
C22 -1.13 2.38 0.27
H17 -4.93 -1.31 -0.16
H18 0.03 0.67 2.03
H19 0.09 -1.09 -2.20
C23 1.73 4.69 0.28
O1 3.32 0.25 -0.55
O2 4.65 1.99 -1.13

---

No. 5
Molecular formula: C23H19N5O4S3SbSe4Tc
Method: DFT, wB97M-V/def2-TZVPD

Values from the calculation:
Charge: 0
Lowest unoccupied orbital energy: -2.4 eV
DFT total energy: -12583.98051 a.u.
E_HOMO: -7.6452 eV

Element x y z (Å)
C1 -1.22 1.31 3.02
C2 0.43 1.39 -2.79
N1 0.89 -0.26 1.50
C3 -3.54 2.53 -1.84
C4 -0.08 0.61 3.57
Sb1 -3.01 -1.93 -2.34
N2 -1.48 1.47 -1.24
O1 -1.94 5.08 4.97
H1 -1.34 2.59 -4.39
H2 1.05 0.21 5.38
H3 -2.83 2.65 3.47
C5 -2.02 2.08 3.90
C6 1.29 0.40 -2.38
H4 3.97 -2.03 -0.05
C7 2.58 0.48 -2.96
Se1 -1.90 -3.35 -0.59
H5 3.13 -2.33 -1.50
C8 0.58 3.17 1.12
C9 -2.72 1.87 -0.94
C10 -0.60 1.48 5.78
O2 -1.49 1.32 1.76
H6 1.76 -0.43 3.33
C11 -1.71 2.17 5.22
S1 1.25 2.44 -3.89
Tc1 -0.51 0.26 0.27
H7 0.83 2.55 -0.80
C12 0.88 -0.04 2.82
H8 3.56 1.87 -4.35
H9 2.14 2.53 2.44
N3 2.08 -0.88 1.07
N4 3.28 -1.71 -0.72
H10 -3.05 1.65 0.07
C13 0.91 4.06 3.32
H11 -4.54 2.81 -1.55
C14 -0.97 1.74 -2.46
C15 -0.47 4.05 0.91
C16 -0.18 4.89 3.14
Se2 -5.26 -1.45 -2.09
C17 -1.74 2.41 -3.40
H12 -0.38 1.59 6.83
H13 1.44 4.10 4.26
C18 2.70 1.55 -3.79
H14 -1.67 5.61 1.79
O3 0.30 5.94 5.44
H15 3.39 -0.21 -2.76
N5 0.86 2.14 0.13
C19 0.18 0.73 4.98
C20 2.16 -1.15 -0.17
H16 1.81 1.81 0.26
H17 -3.63 3.31 -3.84
H18 -1.02 4.03 -0.03
S2 -0.81 5.88 4.51
O4 -1.19 7.14 3.89
C21 1.30 3.20 2.30
C22 -0.85 4.91 1.92
H19 -2.30 2.83 5.84
Se3 -2.16 -1.32 0.64
C23 -3.03 2.80 -3.10
S3 0.75 -0.91 -1.29
Se4 -1.62 -1.40 -4.13

---

No. 6
Molecular formula: C23H20BF3N2
Method: DFT, wB97M-V/def2-TZVPD

Values from the calculation:
Charge: 0
Lowest unoccupied orbital energy: -1.8 eV
DFT total energy: -1322.47966 a.u.
E_HOMO: -8.2855 eV

Element x y z (Å)
C1 -2.94 0.43 3.75
H1 -1.99 -1.10 -0.97
H2 -2.05 -3.65 -2.47
C2 -1.57 1.23 1.90
C3 0.08 3.31 -0.62
C4 -2.45 4.33 0.14
C5 -1.77 0.30 2.92
H3 0.29 -0.45 1.23
H4 0.35 0.31 -1.43
H5 -1.05 -4.82 -1.48
F1 5.52 -3.71 -2.40
C6 -0.95 -1.49 -0.87
C7 -2.50 2.29 1.72
H6 3.52 -4.79 -1.90
C8 0.79 -2.94 -1.28
C9 2.71 -1.51 -1.29
F2 5.38 -1.35 -2.22
C10 1.35 -1.69 -1.02
C11 -1.97 3.17 0.72
C12 -1.60 -3.86 -1.46
C13 -3.86 1.45 3.53
H7 -4.76 1.53 4.18
H8 -3.12 -0.26 4.57
C14 0.28 -0.63 -0.73
C15 1.54 -4.08 -1.62
F3 5.58 -2.68 -0.32
H9 3.11 -0.53 -1.15
H10 -1.09 -0.53 3.11
H11 2.17 1.21 -0.37
H12 -2.39 -3.93 -0.67
C16 -1.70 4.97 -0.84
C17 -0.44 4.48 -1.21
B1 5.22 -2.59 -1.64
H13 1.95 1.98 1.23
H14 -4.32 3.21 2.41
C18 -3.65 2.38 2.54
H15 -3.40 4.74 0.47
H16 1.06 2.95 -0.93
C19 1.86 1.01 0.67
H17 1.08 -5.08 -1.68
C20 0.47 0.36 0.56
H18 -2.07 5.88 -1.32
H19 2.61 0.37 1.16
C21 2.96 -3.89 -1.67
C22 -0.70 2.65 0.35
C23 3.49 -2.62 -1.53
N1 -0.64 -2.80 -1.10
H20 0.14 5.02 -1.96
N2 -0.54 1.41 0.97

---

No. 7
Molecular formula: C23H20BrLiO4S
Method: DFT, wB97M-V/def2-TZVPD

Values from the calculation:
Charge: -2
Lowest unoccupied orbital energy: 4.4 eV
DFT total energy: -4169.36268 a.u.
E_HOMO: -1.2517 eV

Element x y z (Å)
C1 -1.69 0.36 -4.32
H1 4.37 1.43 -1.85
H2 3.11 0.19 -1.90
S1 -0.93 1.47 -0.46
C2 2.11 2.00 2.36
H3 2.08 -1.06 3.29
H4 1.60 2.33 3.26
C3 -3.50 -1.95 0.92
C4 2.09 2.81 1.23
C5 3.33 0.33 1.16
C6 0.17 -2.53 1.80
C7 3.33 1.12 0.02
C8 -3.07 1.24 -2.12
H5 -1.68 -0.82 0.88
H6 -4.08 -1.12 0.55
H7 3.77 -0.67 1.12
H8 2.66 2.97 -0.83
H9 -5.15 -3.32 1.03
C9 -1.68 1.05 -1.99
C10 0.50 0.27 -3.18
H10 3.67 -0.51 3.80
C11 -1.33 -2.82 1.58
Br1 -0.97 -5.57 2.43
H11 -3.75 -5.20 1.83
H12 -1.11 0.04 -5.18
C12 -0.99 0.58 -3.13
H13 -3.58 0.34 -5.36
C13 -3.31 -4.23 1.64
O1 1.14 0.70 -4.15
C14 2.72 0.75 2.34
H14 -4.83 1.14 -3.35
O2 0.70 -3.03 2.80
H15 0.30 3.90 0.85
O3 0.96 -0.47 -2.26
C15 3.91 0.62 -1.28
C16 2.67 -0.17 3.52
C17 -4.09 -3.18 1.18
C18 -3.75 0.98 -3.30
H16 4.66 -0.16 -1.10
H17 -3.61 1.61 -1.26
C19 -2.14 -1.78 1.11
H18 1.23 4.53 2.22
O4 0.69 -1.75 0.96
C20 2.71 2.37 0.07
H19 2.22 0.33 4.39
C21 -3.06 0.54 -4.42
C22 -1.95 -4.04 1.84
C23 1.31 4.10 1.22
Li1 0.47 -0.53 -0.47
H20 1.76 4.84 0.55

---

No. 8
Molecular formula: C23H20BrN6O3Pb
Method: DFT, wB97M-V/def2-TZVPD

Values from the calculation:
Charge: +3
Lowest unoccupied orbital energy: -9.4 eV
DFT total energy: -4208.71722 a.u.
E_HOMO: -16.9313 eV

Element x y z (Å)
H1 5.39 3.38 -2.12
C1 1.58 -0.72 2.25
H2 2.02 0.82 4.52
O1 3.33 -3.51 3.81
H3 -2.76 -3.34 -1.72
H4 0.99 3.00 5.00
C2 1.93 -4.28 -2.64
C3 0.98 -3.55 -3.34
C4 -0.34 2.36 1.97
C5 -2.72 -3.81 -0.74
H5 3.94 2.30 -3.83
N1 0.78 -2.05 -1.50
C6 -2.73 -1.85 0.72
Br1 1.41 0.82 -3.63
C7 -0.10 3.05 3.15
C8 4.50 2.85 -1.82
H6 -4.26 -3.18 0.58
C9 2.55 -3.19 1.50
N2 2.20 1.50 -1.07
H7 -0.28 -1.82 -3.25
H8 -4.33 -1.32 1.93
H9 -2.98 -0.25 1.96
N3 0.21 1.17 1.71
H10 -3.26 -4.75 -0.78
H11 2.66 2.02 0.88
C10 1.33 1.25 3.80
C11 1.66 -2.78 -0.81
C12 2.27 -3.89 -1.35
H12 -0.98 2.78 1.20
N4 -3.32 -2.97 0.28
N5 1.44 -1.15 0.99
C13 4.13 2.78 -0.48
H13 -1.68 -4.02 -0.49
C14 1.90 -2.34 0.60
C15 2.23 -1.50 3.21
C16 2.56 1.60 -2.34
H14 2.40 -5.14 -3.09
C17 3.70 2.25 -2.78
C18 2.98 2.09 -0.16
O2 4.52 -5.52 3.91
N6 -3.39 -1.10 1.63
C19 1.03 0.62 2.61
H15 2.34 -1.20 4.24
C20 2.68 -2.70 2.76
O3 -1.58 -1.54 0.33
H16 4.72 3.25 0.29
C21 3.94 -4.56 3.82
H17 0.68 -3.83 -4.34
Pb1 -0.08 0.15 -0.61
H18 2.90 -4.17 1.21
H19 -0.56 4.01 3.32
H20 3.02 -4.45 -0.81
C22 0.76 2.49 4.07
C23 0.44 -2.43 -2.73

---

No. 9
Molecular formula: C23H20Cl2InN7O4S2
Method: DFT, wB97M-V/def2-TZVPD

Values from the calculation:
Charge: 0
Lowest unoccupied orbital energy: -0.5 eV
DFT total energy: -3479.79257 a.u.
E_HOMO: -8.3779 eV

Element x y z (Å)
C1 -0.23 -1.04 -3.68
C2 5.16 0.68 4.92
C3 -3.94 0.30 1.88
Cl1 -3.84 -1.39 1.48
H1 0.82 0.75 -5.42
H2 5.55 -0.33 5.04
H3 1.07 -1.82 1.72
C4 2.70 0.45 4.43
C5 -0.13 -2.89 0.37
H4 1.39 -2.91 -6.51
C6 -4.25 1.98 3.54
O1 0.11 -4.07 0.50
C7 -3.75 2.59 1.29
C8 3.99 0.69 3.97
H5 -4.37 -0.14 3.92
S1 0.50 0.65 1.09
O2 -0.72 0.39 1.86
N1 -0.96 -1.70 -2.77
C9 -3.70 1.25 0.88
H6 -4.46 2.26 4.57
N2 -0.63 0.97 -2.42
C10 3.12 0.89 1.72
N3 -1.90 -3.76 -2.25
C11 0.42 2.60 -4.37
C12 0.96 -1.86 0.63
Cl2 -3.46 3.87 0.14
H7 -1.84 -4.75 -2.41
H8 -1.06 2.66 -1.33
C13 -1.11 -3.03 -3.04
C14 1.62 0.43 3.56
H9 1.89 -2.27 0.24
H10 -2.01 -3.45 -1.29
H11 5.19 1.09 2.23
H12 0.62 0.25 3.91
In1 -1.40 -0.51 -0.72
O3 0.50 1.89 0.35
C15 -4.21 0.64 3.19
C16 -0.12 3.14 -3.22
H13 -4.05 4.01 2.85
H14 0.83 3.24 -5.14
O4 -1.31 -2.43 0.04
C17 4.19 0.90 2.61
C18 0.42 1.22 -4.54
C19 -4.02 2.96 2.59
N4 -0.54 -3.65 -4.08
N5 0.82 -3.47 -5.90
H15 0.72 -4.46 -6.05
S2 -3.39 0.85 -0.81
N6 0.38 -1.56 -4.72
H16 5.97 1.30 4.54
H17 4.87 1.05 5.90
C20 -0.64 2.29 -2.26
C21 -0.13 0.45 -3.53
N7 0.71 -0.53 0.03
C22 0.20 -2.89 -4.86
C23 1.84 0.65 2.21
H18 3.28 1.06 0.67
H19 -0.15 4.21 -3.05
H20 2.54 0.29 5.49

---

What did the third record say?
Molecular formula: C23H19MnNO5SeSi
Method: DFT, wB97M-V/def2-TZVPD

Values from the calculation:
Spin multiplicity: 2
Charge: 0
Lowest unoccupied orbital energy (spin up / spin down): -1.8 / -0.8 eV
DFT total energy: -5160.66683 a.u.
E_HOMO (spin up / spin down): -8.9980 / -9.0830 eV

Element x y z (Å)
C1 3.90 -0.88 -1.45
O1 -4.40 2.03 -0.55
H1 -2.39 4.85 0.58
H2 -3.61 -0.19 -1.41
C2 -0.33 2.28 -0.18
H3 4.67 -0.17 -1.72
C3 -2.78 0.34 -0.94
C4 -1.52 4.33 0.18
O2 -2.23 0.85 2.97
C5 -1.95 1.04 1.82
Si1 3.82 -1.12 0.39
H4 -4.37 -4.51 -0.05
C6 5.47 -1.65 1.07
H5 -2.34 -5.87 0.32
C7 0.67 2.97 -0.86
C8 -1.81 -0.58 -0.16
N1 -0.24 0.87 -0.02
H6 2.27 0.75 0.81
C9 -0.53 5.03 -0.49
H7 -0.61 6.10 -0.61
H8 4.12 -1.83 -1.95
H9 5.44 -1.75 2.15
Se1 2.33 -2.86 0.83
C10 3.21 0.42 1.25
O3 -1.68 1.01 -3.11
H10 3.94 1.22 1.15
C11 0.56 4.34 -1.02
H11 2.94 -0.52 -1.83
C12 -2.07 -2.04 -0.04
O4 -0.20 -0.70 1.69
C13 -1.66 0.58 -2.01
C14 -3.36 1.54 -0.21
C15 -3.40 -4.03 0.01
C16 -1.01 -4.19 0.31
C17 -0.61 -0.08 -1.09
O5 0.41 -0.92 -1.41
C18 -1.04 0.16 1.00
H12 -3.22 2.75 1.55
C19 -0.93 -2.82 0.18
H13 6.24 -0.91 0.81
C20 -2.55 2.14 0.95
Mn1 0.53 -1.58 0.31
H14 -0.12 -4.79 0.47
H15 1.52 2.43 -1.26
H16 3.03 0.24 2.31
C21 -3.31 -2.65 -0.12
C22 -2.26 -4.79 0.22
C23 -1.43 2.95 0.33
H17 -4.20 -2.06 -0.28
H18 1.33 4.88 -1.55
H19 5.78 -2.61 0.65